[1]
{
  "formula": "C3H5NO2",
  "method": "ωB97M-V/def2-TZVPD",
  "e_above_lowest_kcal_mol": 94.27,
  "orbital_gap_ha": 0.386,
  "homo_energy_ha": -0.3646,
  "max_force_ev_per_a": 4.40,
  "e_tot_ha": -322.424112,
  "species": ["N", "C", "C", "O", "C", "O", "H", "H", "H", "H", "H"],
  "positions_angstrom": [[1.54852, -0.46914, 0.31416], [0.26374, -0.12519, -0.19170], [-1.05720, -0.77362, 0.32219], [-1.71645, 0.53754, 0.17659], [-0.53931, 1.10470, -0.17832], [-0.30493, 2.12145, -0.81044], [1.93312, 0.19653, 0.97269], [2.21765, -0.62419, -0.42866], [0.29883, 0.62828, -1.26849], [-1.57278, -1.51344, -0.29213], [-1.07118, -1.08292, 1.38412]]
}

***

[2]
{
  "formula": "C3H5NO2",
  "method": "ωB97M-V/def2-TZVPD",
  "e_above_lowest_kcal_mol": 130.35,
  "smiles": "C1=NOCOC1",
  "orbital_gap_ha": 0.396,
  "homo_energy_ha": -0.3644,
  "max_force_ev_per_a": 9.71,
  "e_tot_ha": -322.366605,
  "species": ["C", "N", "O", "C", "O", "C", "H", "H", "H", "H", "H"],
  "positions_angstrom": [[1.25334, 0.57930, 0.06535], [0.22005, 1.35438, -0.11025], [-1.11470, 0.78635, -0.10448], [-1.21920, -0.38594, 0.26850], [-0.20379, -1.15186, -0.46196], [1.05499, -0.81580, 0.14947], [2.36026, 1.04935, 0.12731], [-2.19726, -1.00004, 0.38047], [-0.78401, -0.33982, 1.35373], [1.38559, -1.29066, 0.98319], [1.70816, -1.24082, -0.44135]]
}

***

[3]
{
  "formula": "C3H5NO2",
  "method": "ωB97M-V/def2-TZVPD",
  "e_above_lowest_kcal_mol": 106.01,
  "orbital_gap_ha": [0.318, 0.348],
  "homo_energy_ha": [-0.3286, -0.3518],
  "max_force_ev_per_a": 1.26,
  "e_tot_ha": -322.405396,
  "species": ["O", "C", "C", "O", "C", "N", "H", "H", "H", "H", "H"],
  "positions_angstrom": [[1.81681, -0.45154, 1.07346], [0.87501, -0.56325, 0.03126], [-0.44266, -0.05944, 0.50822], [-1.57880, 1.72758, -0.52593], [-1.46304, 0.36917, -0.35943], [-2.10682, -0.64485, -0.66248], [2.60727, -0.94644, 0.82386], [1.19757, 0.00224, -0.86246], [0.69701, -1.59641, -0.27915], [-0.52965, 0.20580, 1.56341], [-1.07269, 1.95715, -1.31077]]
}

***

[4]
{
  "formula": "C3H5NO2",
  "method": "ωB97M-V/def2-TZVPD",
  "e_above_lowest_kcal_mol": 24.28,
  "smiles": "[H]/N=C(/C)OC=O",
  "orbital_gap_ha": 0.422,
  "homo_energy_ha": -0.3900,
  "max_force_ev_per_a": 0.63,
  "e_tot_ha": -322.535637,
  "species": ["H", "N", "C", "C", "O", "C", "O", "H", "H", "H", "H"],
  "positions_angstrom": [[0.03672, 2.09374, -0.38421], [-0.74666, 1.51689, -0.08206], [-0.37029, 0.38091, 0.29000], [-1.27848, -0.72601, 0.74089], [0.96438, -0.07373, 0.29452], [1.59126, -0.08105, -0.90732], [1.36778, 0.65786, -1.82307], [-1.64697, -0.53039, 1.74982], [-0.74383, -1.67844, 0.73990], [-2.13358, -0.78725, 0.06526], [2.31214, -0.90795, -0.91598]]
}

***

[5]
{
  "formula": "C3H5NO2",
  "method": "ωB97M-V/def2-TZVPD",
  "e_above_lowest_kcal_mol": 71.82,
  "smiles": "N[C@@H]1O[C@]12CO2",
  "orbital_gap_ha": 0.397,
  "homo_energy_ha": -0.3613,
  "max_force_ev_per_a": 0.28,
  "e_tot_ha": -322.459874,
  "species": ["N", "C", "O", "C", "C", "O", "H", "H", "H", "H", "H"],
  "positions_angstrom": [[-1.71532, -0.54196, 0.45564], [-0.36904, -0.89658, 0.25245], [0.65549, -0.42847, 1.21888], [0.68033, 0.02531, -0.08240], [1.08006, 1.23102, -0.77336], [1.75314, -0.04629, -0.94297], [-1.79144, 0.30714, 1.00553], [-2.21845, -1.27850, 0.93600], [-0.23234, -1.93104, -0.05609], [0.52390, 1.56280, -1.64852], [1.67284, 1.98961, -0.26697]]
}

***

[6]
{
  "formula": "C3H5NO2",
  "method": "ωB97M-V/def2-TZVPD",
  "e_above_lowest_kcal_mol": 90.99,
  "orbital_gap_ha": 0.351,
  "homo_energy_ha": -0.3261,
  "max_force_ev_per_a": 3.07,
  "e_tot_ha": -322.429335,
  "species": ["O", "C", "C", "N", "C", "O", "H", "H", "H", "H", "H"],
  "positions_angstrom": [[-1.27863, -1.53194, 0.01962], [-0.14259, -0.79483, -0.23066], [0.13921, 0.98735, -1.04302], [0.76001, 1.16919, 0.24277], [0.40789, 0.03139, 0.91198], [0.35748, -0.20025, 2.09933], [-1.52530, -1.45133, 0.95705], [0.53584, -1.40297, -0.81140], [0.84007, 0.66816, -1.81931], [-0.86023, 0.46586, -1.05147], [0.76626, 2.05936, 0.72511]]
}

***

[7]
{
  "formula": "C3H5NO2",
  "method": "ωB97M-V/def2-TZVPD",
  "e_above_lowest_kcal_mol": 44.45,
  "orbital_gap_ha": 0.421,
  "homo_energy_ha": -0.3863,
  "max_force_ev_per_a": 0.60,
  "e_tot_ha": -322.503496,
  "species": ["O", "C", "C", "O", "C", "N", "H", "H", "H", "H", "H"],
  "positions_angstrom": [[-0.74906, -1.26050, 1.11482], [-0.21291, -0.78032, -0.07782], [-0.96111, 0.29129, -0.90549], [0.21986, 1.15762, -0.83815], [0.74889, 0.35247, 0.13051], [1.53717, 0.55463, 1.08633], [-0.12352, -0.96930, 1.79767], [0.15744, -1.59426, -0.71222], [-1.22712, 0.06093, -1.93998], [-1.79029, 0.75590, -0.36546], [1.87826, 1.51286, 1.12091]]
}

***

[8]
{
  "formula": "C3H5NO2",
  "method": "ωB97M-V/def2-TZVPD",
  "e_above_lowest_kcal_mol": 37.13,
  "smiles": "NC(=O)CC=O",
  "orbital_gap_ha": 0.384,
  "homo_energy_ha": -0.3621,
  "max_force_ev_per_a": 3.05,
  "e_tot_ha": -322.515167,
  "species": ["N", "C", "O", "C", "C", "O", "H", "H", "H", "H", "H"],
  "positions_angstrom": [[0.42956, -1.73403, 0.48651], [-0.28424, -0.59874, 0.50212], [-1.47702, -0.58533, 0.82199], [0.21973, 0.78494, 0.23934], [-0.09082, 1.32741, -1.11847], [0.45767, 2.27709, -1.62340], [1.35821, -1.80939, 0.11399], [-0.05779, -2.56058, 0.79806], [1.22809, 1.07548, 0.58774], [-0.81531, 0.98465, 0.77994], [-0.96808, 0.83851, -1.58782]]
}

***

[9]
{
  "formula": "C3H5NO2",
  "method": "ωB97M-V/def2-TZVPD",
  "e_above_lowest_kcal_mol": 87.92,
  "orbital_gap_ha": 0.387,
  "homo_energy_ha": -0.3665,
  "max_force_ev_per_a": 1.19,
  "e_tot_ha": -322.434231,
  "species": ["N", "C", "O", "C", "C", "O", "H", "H", "H", "H", "H"],
  "positions_angstrom": [[-2.26095, 0.64126, 1.30248], [-1.22220, 0.21051, 0.97586], [2.12113, 0.08846, 2.04659], [1.84990, -0.24332, 0.92273], [-0.19388, -0.22516, -1.87573], [-1.34214, -0.24526, -2.23484], [-3.15425, 1.01870, 1.54396], [1.53652, -1.27344, 0.66289], [1.91792, 0.46107, 0.06775], [0.38674, 0.71668, -1.79766], [0.36120, -1.14948, -1.61404]]
}

***

[10]
{
  "formula": "C3H5NO2",
  "method": "ωB97M-V/def2-TZVPD",
  "e_above_lowest_kcal_mol": 44.74,
  "smiles": "O=C=NCC=O.[H][H]",
  "orbital_gap_ha": 0.415,
  "homo_energy_ha": -0.3858,
  "max_force_ev_per_a": 0.82,
  "e_tot_ha": -322.503029,
  "species": ["O", "C", "N", "C", "C", "O", "H", "H", "H", "H", "H"],
  "positions_angstrom": [[-2.40745, -1.23087, 0.17161], [-1.57639, -0.41514, 0.28760], [-0.86693, 0.56807, 0.37541], [0.52736, 0.72492, 0.62622], [1.26796, -0.58857, 0.77001], [0.73173, -1.66209, 0.67389], [0.68617, 1.31183, 1.54109], [0.99922, 1.29553, -0.18550], [2.35279, -0.49846, 0.97369], [-0.90317, 0.48705, -2.33654], [-0.81130, 0.00773, -2.89747]]
}